(1)
The following is a DFT calculation (the ωB97M-V functional and the def2-TZVPD basis) of a cluster of 4 separate species, C2H13N2O3 in total at a distorted geometry.

Values from the calculation:
Highest occupied orbital energy in eV: -12.4684
Orbital gap in eV: 9.61
M in Da: 113.1
Relative energy (zero: lowest compared OMol25 entry of this formula, charge and spin) in kJ/mol: 194.0
Net charge: +1

Bonds (Å) are listed after each position.
Element x y z (Å)
1 C -0.941 0.590 0.064  C2 1.323, N4 1.475, H5 1.072
2 C -0.548 0.538 -1.198  C1 1.323, N3 1.366, H6 1.100
3 N -0.910 1.395 -2.197  C2 1.366, H7 1.006, H8 1.018
4 N -0.312 -0.164 1.164  C1 1.475, H9 1.079, H10 1.025, H11 1.034
5 H -1.839 1.101 0.353  C1 1.072
6 H 0.340 -0.036 -1.500  C2 1.100
7 H -0.530 1.395 -3.129  N3 1.006
8 H -1.248 2.285 -1.837  N3 1.018
9 H 0.233 -0.948 0.663  N4 1.079
10 H -1.056 -0.668 1.658  N4 1.025
11 H 0.191 0.587 1.665  N4 1.034
12 H 3.010 -1.404 1.135  O14 0.960
13 H 2.957 -1.723 -0.407  O14 0.968
14 O 2.435 -1.642 0.405  H12 0.960, H13 0.968
15 H 0.431 3.349 0.329  O17 0.982
16 H 0.047 3.693 1.570  O17 0.996
17 O -0.077 2.872 1.020  H15 0.982, H16 0.996
18 H -0.054 -4.164 0.159  O20 0.964
19 H -1.324 -3.425 -0.351  O20 0.963
20 O -0.806 -3.629 0.435  H18 0.964, H19 0.963

(2)
The following is a DFT calculation (the ωB97M-V functional and the def2-TZVPD basis) of a cluster of 11 separate species, C4H28NO12 in total at a distorted geometry.

Values from the calculation:
Highest occupied orbital energy in eV: -6.3679
Orbital gap in eV: 9.12
M in Da: 282.3
Relative energy (zero: lowest compared OMol25 entry of this formula, charge and spin) in kJ/mol: 136.6
Net charge: -1

Bonds (Å) are listed after each position.
Element x y z (Å)
1 C -2.678 -1.182 2.689  C2 1.560, H8 1.055, H9 1.095, H10 1.140
2 C -1.378 -0.530 2.124  C1 1.560, C3 1.585, N7 1.488, H11 1.108
3 C -1.649 -0.105 0.621  C2 1.585, C4 1.571, H12 1.098, H13 1.046
4 C -0.282 0.262 -0.061  C3 1.571, O5 1.287, O6 1.242
5 O 0.212 1.431 0.156  C4 1.287
6 O 0.294 -0.548 -0.806  C4 1.242
7 N -0.215 -1.430 2.353  C2 1.488, H14 0.986, H15 1.005
8 H -2.588 -1.062 3.733  C1 1.055
9 H -2.786 -2.168 2.227  C1 1.095
10 H -3.667 -0.639 2.526  C1 1.140
11 H -1.149 0.369 2.731  C2 1.108
12 H -1.995 -1.067 0.221  C3 1.098
13 H -2.427 0.561 0.409  C3 1.046
14 H -0.294 -2.181 2.986  N7 0.986
15 H 0.265 -1.625 1.492  N7 1.005
16 H -1.450 -2.669 -0.555  O18 0.955
17 H -1.198 -3.852 -1.533  O18 0.930
18 O -1.461 -3.617 -0.672  H16 0.955, H17 0.930
19 H -0.523 -1.344 -3.838  O21 0.972
20 H 0.109 -1.924 -2.584  O21 0.983
21 O -0.121 -2.165 -3.509  H19 0.972, H20 0.983
22 H 4.629 -0.486 -1.040  O24 0.934
23 H 4.290 0.839 -0.433  O24 0.985
24 O 4.922 0.400 -1.049  H22 0.934, H23 0.985
25 H -0.751 3.797 -1.563  O27 0.953
26 H -0.305 2.421 -2.259  O27 0.949
27 O -0.838 3.205 -2.304  H25 0.953, H26 0.949
28 H 1.308 2.710 0.846  O30 0.962
29 H 2.157 3.591 -0.005  O30 0.965
30 O 1.616 3.619 0.793  H28 0.962, H29 0.965
31 H 0.310 -4.279 0.006  O33 1.002
32 H 1.840 -4.323 0.219  O33 0.962
33 O 1.102 -4.893 -0.020  H31 1.002, H32 0.962
34 H 0.777 2.373 3.556  O36 0.975
35 H 1.220 3.510 2.704  O36 0.998
36 O 1.122 3.278 3.670  H34 0.975, H35 0.998
37 H -1.023 4.653 0.898  O39 0.944
38 H 0.189 4.360 0.179  O39 0.985
39 O -0.646 4.869 0.060  H37 0.944, H38 0.985
40 H -1.984 0.234 -3.248  O42 0.977
41 H -1.016 1.005 -4.029  O42 0.941
42 O -1.513 0.208 -4.104  H40 0.977, H41 0.941
43 H 2.325 -2.607 -1.327  O45 0.953
44 H 2.493 -1.106 -1.388  O45 0.976
45 O 2.757 -1.891 -0.870  H43 0.953, H44 0.976

(3)
The following is a DFT calculation (the ωB97M-V functional and the def2-TZVPD basis) of a cluster of 2 separate species, C2H4ClNO in total at a distorted geometry.

Values from the calculation:
Highest occupied orbital energy (alpha / beta) in eV: -7.7740 / -8.9534
Orbital gap (alpha / beta) in eV: 7.80 / 8.47
M in Da: 93.5
Relative energy (zero: lowest compared OMol25 entry of this formula, charge and spin) in kJ/mol: 434.5
Net charge: 0

Bonds (Å) are listed after each position.
Element x y z (Å)
1 C 0.953 0.639 -0.081  C2 1.565, H6 1.101, H7 1.063, H8 1.114
2 C -0.467 0.827 0.548  C1 1.565, Cl5 1.673, H9 1.078
3 N -1.368 -1.810 -1.145  O4 1.178
4 O -0.527 -2.415 -0.583  N3 1.178
5 Cl -0.985 -0.233 1.733  C2 1.673
6 H 0.956 1.223 -1.014  C1 1.101
7 H 1.745 0.723 0.623  C1 1.063
8 H 0.931 -0.455 -0.289  C1 1.114
9 H -1.238 1.500 0.208  C2 1.078